Entry 1:
Density functional theory data (ωB97M-V with the def2-TZVPD basis set) for a cluster of 2 separate species, C7H14 in total.

Structure (ORCA input):
```
! RIJCOSX wB97M-V def2-TZVPD def2/J DEFGRID3
* xyz 0 1
C -0.75 -0.74 1.03
C -0.18 0.53 0.74
C 0.13 2.49 2.27
C 0.04 1.19 -0.45
C -0.31 0.62 -1.78
C 0.89 0.04 -2.55
C 0.04 0.95 2.05
H 0.53 -0.50 -3.43
H -0.89 1.29 -2.42
H 1.13 2.81 1.96
H -1.05 -0.17 -1.59
H -1.79 -0.76 1.35
H 1.49 -0.51 -1.84
H 0.36 2.22 -0.45
H -0.02 2.78 3.31
H 1.44 0.90 -2.95
H 0.18 -7.56 -0.48
H -0.15 -1.59 1.33
H -0.61 2.99 1.64
H -0.48 -7.35 -0.71
H 0.01 0.38 2.97
*
```

* relative energy (zero: lowest compared OMol25 entry of this formula, charge and spin): 139.9 kcal per mole

Atomic charges from the natural (NBO) analysis, expressed in e, are listed below: number 1, C, carries -0.32; number 2, C, carries -0.18; number 3, C, carries -0.65; number 4, C, carries -0.17; number 5, C, carries -0.44; number 6, C, carries -0.60; number 7, C, carries -0.14; number 8, H, carries 0.21; number 9, H, carries 0.21; number 10, H, carries 0.22; number 11, H, carries 0.21; number 12, H, carries 0.20; number 13, H, carries 0.21; number 14, H, carries 0.19; number 15, H, carries 0.21; number 16, H, carries 0.20; number 17, H, carries 0.00; number 18, H, carries 0.19; number 19, H, carries 0.21; number 20, H, carries 0.00; number 21, H, carries 0.22



Entry 2:
Density functional theory data (ωB97M-V with the def2-TZVPD basis set) for a cluster of 4 separate species, C7H14 in total.

Structure (ORCA input):
```
! RIJCOSX wB97M-V def2-TZVPD def2/J DEFGRID3
* xyz 0 1
C 1.32 0.26 -1.26
C -0.68 0.09 1.18
C 1.44 -1.11 -1.08
C -0.91 -0.08 2.64
C -1.93 -0.57 1.62
C -0.30 1.07 0.30
C 0.61 0.86 -2.45
H -0.34 -0.83 3.19
H -0.27 0.26 -2.73
H 0.38 1.86 0.61
H -0.92 1.28 -0.56
H -2.87 -0.03 1.53
H -1.15 0.81 3.22
H 1.27 0.89 -3.33
H 2.33 -1.52 -0.62
H 2.08 0.89 -0.81
H -2.02 -1.64 1.49
H 0.28 1.88 -2.26
H 0.91 -1.78 -1.76
H 0.14 -1.13 0.83
H 0.65 -1.48 0.22
*
```

* relative energy (zero: lowest compared OMol25 entry of this formula, charge and spin): 129.2 kcal per mole

Atomic charges from the natural (NBO) analysis, expressed in e, are listed below: number 1, C, carries -0.17; number 2, C, carries -0.12; number 3, C, carries -0.50; number 4, C, carries -0.42; number 5, C, carries -0.42; number 6, C, carries -0.39; number 7, C, carries -0.64; number 8, H, carries 0.22; number 9, H, carries 0.21; number 10, H, carries 0.21; number 11, H, carries 0.20; number 12, H, carries 0.21; number 13, H, carries 0.21; number 14, H, carries 0.21; number 15, H, carries 0.22; number 16, H, carries 0.20; number 17, H, carries 0.21; number 18, H, carries 0.21; number 19, H, carries 0.21; number 20, H, carries 0.05; number 21, H, carries 0.09



Entry 3:
Density functional theory data (ωB97M-V with the def2-TZVPD basis set) for a cluster of 2 separate species, C7H14 in total.

Structure (ORCA input):
```
! RIJCOSX wB97M-V def2-TZVPD def2/J DEFGRID3
* xyz 0 1
C 1.66 0.66 -0.49
C -0.84 -1.07 0.62
C -0.66 0.23 -1.54
C -1.40 -0.39 -0.38
C 0.63 -1.31 0.81
C 1.43 0.00 0.87
C 0.42 1.25 -1.17
H -2.67 0.12 2.18
H 2.41 -0.19 1.34
H 2.39 1.47 -0.36
H 0.89 0.69 1.53
H 0.81 -1.88 1.73
H -3.39 0.25 2.06
H -1.49 -1.48 1.40
H -0.19 -0.55 -2.16
H 0.75 1.74 -2.10
H -1.39 0.72 -2.20
H -0.01 2.04 -0.54
H 1.00 -1.94 -0.01
H -2.48 -0.28 -0.40
H 2.12 -0.07 -1.18
*
```

* relative energy (zero: lowest compared OMol25 entry of this formula, charge and spin): 34.4 kcal per mole
* SMILES string: C1=CCCCCC1.[H][H]

Atomic charges from the natural (NBO) analysis, expressed in e, are listed below: number 1, C, carries -0.40; number 2, C, carries -0.18; number 3, C, carries -0.45; number 4, C, carries -0.19; number 5, C, carries -0.45; number 6, C, carries -0.39; number 7, C, carries -0.39; number 8, H, carries 0.00; number 9, H, carries 0.21; number 10, H, carries 0.21; number 11, H, carries 0.20; number 12, H, carries 0.21; number 13, H, carries 0.00; number 14, H, carries 0.20; number 15, H, carries 0.21; number 16, H, carries 0.20; number 17, H, carries 0.21; number 18, H, carries 0.20; number 19, H, carries 0.21; number 20, H, carries 0.20; number 21, H, carries 0.19



Entry 4:
Density functional theory data (ωB97M-V with the def2-TZVPD basis set) for an isolated molecule of C7H14.

Structure (ORCA input):
```
! RIJCOSX wB97M-V def2-TZVPD def2/J DEFGRID3
* xyz 0 1
C 0.55 -1.73 -0.66
C 1.29 -0.77 -1.56
C 0.98 -0.25 -2.77
C -0.44 -0.71 0.07
C -1.68 1.90 1.41
C 0.32 0.27 1.06
C -0.68 0.90 2.05
H -1.55 2.05 0.33
H 2.18 -0.28 -1.08
H -2.57 1.31 1.27
H 0.93 1.10 0.57
H -1.10 0.13 2.62
H -0.81 0.02 -0.84
H -1.30 -1.09 0.68
H 1.02 -0.20 1.79
H 0.24 -2.51 -1.31
H 1.16 -2.31 0.08
H 1.53 0.55 -3.27
H 0.32 -0.85 -3.43
H -0.28 1.55 3.00
H -1.84 2.86 1.99
*
```

* relative energy (zero: lowest compared OMol25 entry of this formula, charge and spin): 68.0 kcal per mole
* SMILES string: C=CCCCCC

Atomic charges from the natural (NBO) analysis, expressed in e, are listed below: number 1, C, carries -0.46; number 2, C, carries -0.15; number 3, C, carries -0.44; number 4, C, carries -0.40; number 5, C, carries -0.64; number 6, C, carries -0.42; number 7, C, carries -0.39; number 8, H, carries 0.21; number 9, H, carries 0.19; number 10, H, carries 0.21; number 11, H, carries 0.21; number 12, H, carries 0.19; number 13, H, carries 0.22; number 14, H, carries 0.21; number 15, H, carries 0.21; number 16, H, carries 0.22; number 17, H, carries 0.22; number 18, H, carries 0.21; number 19, H, carries 0.19; number 20, H, carries 0.19; number 21, H, carries 0.22



Entry 5:
Density functional theory data (ωB97M-V with the def2-TZVPD basis set) for a structure of composition C7H14BBaN2O2.

Structure (ORCA input):
```
! RIJCOSX wB97M-V def2-TZVPD def2/J DEFGRID3
* xyz -1 1
Ba -0.72 -1.98 -0.29
O -1.70 -0.89 1.78
O -0.99 0.53 3.30
N 1.50 0.38 -0.94
N -1.51 1.18 -0.31
C -4.16 -0.76 2.32
C -2.81 -0.51 2.54
C 1.31 -1.49 1.24
C -3.23 0.99 4.36
C -2.35 0.36 3.50
C -5.07 -0.07 3.12
C -4.61 0.79 4.14
B -0.54 -0.25 2.26
H 1.38 -0.85 2.16
H -2.53 1.22 -0.15
H 2.49 0.14 -0.79
H -4.43 -1.45 1.52
H 2.26 -1.37 0.67
H 1.26 1.06 -0.23
H -1.11 1.75 0.45
H -6.15 -0.21 2.97
H -2.49 -3.37 -1.44
H -1.32 1.74 -1.15
H -2.88 1.65 5.16
H 1.45 0.86 -1.83
H 1.39 -2.55 1.59
H -5.35 1.30 4.77
*
```

* relative energy (zero: lowest compared OMol25 entry of this formula, charge and spin): 0.0 kcal per mole

Atomic charges from the natural (NBO) analysis, expressed in e, are listed below: number 1, Ba, carries 1.58; number 2, O, carries -0.86; number 3, O, carries -0.74; number 4, N, carries -1.10; number 5, N, carries -1.11; number 6, C, carries -0.28; number 7, C, carries 0.28; number 8, C, carries -1.42; number 9, C, carries -0.26; number 10, C, carries 0.22; number 11, C, carries -0.24; number 12, C, carries -0.23; number 13, B, carries 0.47; number 14, H, carries 0.24; number 15, H, carries 0.36; number 16, H, carries 0.37; number 17, H, carries 0.22; number 18, H, carries 0.15; number 19, H, carries 0.38; number 20, H, carries 0.38; number 21, H, carries 0.21; number 22, H, carries -0.85; number 23, H, carries 0.35; number 24, H, carries 0.21; number 25, H, carries 0.34; number 26, H, carries 0.14; number 27, H, carries 0.20



Entry 6:
Density functional theory data (ωB97M-V with the def2-TZVPD basis set) for a structure of composition C7H14Br2ClO6PS.

Structure (ORCA input):
```
! RIJCOSX wB97M-V def2-TZVPD def2/J DEFGRID3
* xyz 0 1
Br 0.49 -2.67 -4.49
Br 1.35 3.31 -3.10
Cl 0.14 3.50 3.93
S -1.18 2.13 3.00
P 1.29 0.68 -1.72
O 1.02 -0.24 -3.18
O 2.32 2.04 -2.20
O -0.06 1.38 -1.18
O 2.18 -0.17 -0.48
O -1.42 2.54 1.53
O -2.55 2.11 3.78
C -0.37 0.42 3.18
C 1.31 -0.96 0.40
C 1.71 -0.85 2.01
C -2.35 -0.98 -1.74
C 1.20 0.56 2.70
C 0.10 -1.37 -2.97
C -1.50 -0.97 -3.14
H 1.95 0.81 3.59
H 1.29 1.39 1.84
H -2.73 -2.06 -1.41
H 1.50 -2.10 0.11
H 0.16 -0.78 0.26
H -1.55 0.03 -3.75
H -0.44 0.11 4.30
H -1.99 -1.81 -3.84
H 0.30 -1.99 -1.99
H -3.35 -0.36 -1.95
H -1.79 -0.54 -0.81
H -0.97 -0.39 2.56
H 1.10 -1.71 2.55
H 2.84 -1.08 2.22
*
```

Atomic charges from the natural (NBO) analysis, expressed in e, are listed below: number 1, Br, carries -0.02; number 2, Br, carries 0.39; number 3, Cl, carries -0.19; number 4, S, carries 1.85; number 5, P, carries 2.37; number 6, O, carries -0.77; number 7, O, carries -0.84; number 8, O, carries -1.03; number 9, O, carries -0.77; number 10, O, carries -0.82; number 11, O, carries -0.85; number 12, C, carries -0.60; number 13, C, carries -0.11; number 14, C, carries -0.42; number 15, C, carries -0.64; number 16, C, carries -0.46; number 17, C, carries 0.07; number 18, C, carries -0.46; number 19, H, carries 0.24; number 20, H, carries 0.26; number 21, H, carries 0.21; number 22, H, carries 0.19; number 23, H, carries 0.22; number 24, H, carries 0.25; number 25, H, carries 0.27; number 26, H, carries 0.24; number 27, H, carries 0.21; number 28, H, carries 0.24; number 29, H, carries 0.23; number 30, H, carries 0.28; number 31, H, carries 0.21; number 32, H, carries 0.24



In order of appearance, total energy = -274.89327 -274.91038 -275.06146 -275.00796 -585.35208 -7074.13218 Ha.
In order of appearance, max |F| = 2.8 0.4 0.3 4.2 2.9 7.6 eV Å⁻¹.
In order of appearance, gap between HOMO and LUMO = 6.097 9.726 10.323 10.635 3.493 9.262 eV.